Record 1
{"formula": "C34H102N6O19", "method": "ωB97M-V/def2-TZVPD", "total_charge": 0, "lumo_ev": 0.021, "e_homo_ha": -0.310, "elements": ["C", "C", "C", "O", "C", "N", "H", "H", "H", "H", "H", "H", "H", "H", "H", "H", "H", "C", "C", "C", "O", "C", "N", "H", "H", "H", "H", "H", "H", "H", "H", "H", "H", "H", "C", "C", "C", "O", "C", "N", "H", "H", "H", "H", "H", "H", "H", "H", "H", "H", "H", "C", "C", "C", "O", "C", "N", "H", "H", "H", "H", "H", "H", "H", "H", "H", "H", "H", "C", "C", "C", "O", "C", "N", "H", "H", "H", "H", "H", "H", "H", "H", "H", "H", "H", "C", "C", "C", "O", "C", "N", "H", "H", "H", "H", "H", "H", "H", "H", "H", "H", "H", "O", "H", "H", "O", "H", "H", "O", "H", "H", "C", "C", "O", "O", "H", "H", "H", "H", "H", "H", "C", "C", "O", "O", "H", "H", "H", "H", "H", "H", "C", "C", "O", "O", "H", "H", "H", "H", "H", "H", "C", "C", "O", "O", "H", "H", "H", "H", "H", "H", "C", "C", "O", "O", "H", "H", "H", "H", "H", "H"], "xyz": [[3.204, 1.311, 2.323], [4.459, 0.700, 1.722], [5.768, 1.182, 2.316], [6.887, 1.086, 1.326], [8.112, 1.728, 1.852], [4.404, -0.798, 1.651], [2.254, 0.903, 1.977], [3.192, 2.389, 2.162], [3.240, 1.084, 3.388], [4.402, 1.087, 0.705], [6.049, 0.646, 3.222], [5.741, 2.240, 2.577], [8.294, 1.233, 2.807], [8.316, 2.797, 1.900], [8.868, 1.355, 1.161], [5.257, -1.252, 1.357], [3.719, -1.089, 0.969], [-0.900, 0.917, 4.393], [-0.982, 0.264, 5.744], [-0.273, 1.125, 6.913], [1.104, 1.531, 6.755], [2.065, 0.595, 6.374], [-2.387, 0.129, 5.986], [0.099, 1.297, 4.181], [-1.534, 1.804, 4.401], [-1.351, 0.271, 3.639], [-0.483, -0.680, 5.524], [-0.298, 0.543, 7.834], [-0.826, 2.058, 7.021], [2.741, 0.113, 7.080], [2.689, 1.198, 5.714], [1.748, -0.157, 5.652], [-2.630, 1.099, 6.127], [-2.546, -0.202, 6.926], [-4.511, 0.404, 3.346], [-5.834, 0.059, 4.016], [-6.431, 1.284, 4.790], [-6.744, 2.371, 3.936], [-6.953, 3.622, 4.559], [-6.846, -0.417, 3.072], [-3.724, 0.539, 4.088], [-4.697, 1.362, 2.859], [-4.112, -0.236, 2.559], [-5.617, -0.724, 4.743], [-5.711, 1.591, 5.548], [-7.319, 1.045, 5.376], [-6.411, 3.881, 5.469], [-8.006, 3.617, 4.839], [-6.883, 4.411, 3.811], [-6.392, -0.242, 2.187], [-7.558, 0.295, 2.994], [2.145, -0.085, -2.076], [1.229, -0.110, -0.861], [0.720, 1.308, -0.496], [-0.119, 1.228, 0.665], [-1.440, 1.094, 0.466], [0.159, -1.042, -1.114], [1.473, 0.067, -2.921], [2.736, -0.996, -2.166], [2.793, 0.788, -1.990], [1.736, -0.574, -0.014], [0.213, 1.731, -1.363], [1.575, 1.907, -0.180], [-1.750, 0.799, 1.469], [-1.738, 0.234, -0.134], [-1.779, 2.036, 0.036], [-0.310, -1.365, -0.280], [0.481, -1.991, -1.242], [-4.180, 1.142, -2.387], [-4.919, 0.811, -3.742], [-5.479, 2.065, -4.425], [-6.289, 1.898, -5.618], [-7.651, 2.053, -5.338], [-4.076, 0.037, -4.644], [-3.630, 2.083, -2.401], [-3.409, 0.411, -2.144], [-4.774, 1.255, -1.481], [-5.707, 0.250, -3.240], [-4.571, 2.642, -4.597], [-5.979, 2.541, -3.581], [-7.956, 3.077, -5.122], [-8.177, 1.341, -4.701], [-8.242, 1.758, -6.205], [-3.680, -0.782, -4.206], [-4.421, -0.126, -5.579], [8.279, -0.636, -1.203], [6.964, -0.902, -1.968], [7.042, -1.764, -3.260], [5.811, -2.171, -3.843], [5.024, -1.128, -4.236], [6.098, -1.683, -1.085], [8.439, -1.434, -0.478], [8.320, 0.244, -0.561], [9.166, -0.390, -1.787], [6.473, 0.056, -2.140], [7.743, -2.562, -3.018], [7.468, -1.148, -4.053], [4.080, -1.663, -4.340], [5.223, -0.686, -5.212], [4.925, -0.371, -3.458], [5.907, -2.592, -1.482], [5.245, -1.141, -1.088], [0.261, -4.009, -0.487], [1.127, -4.031, -0.080], [-0.318, -4.410, 0.162], [2.757, -2.809, 0.791], [2.340, -2.864, 1.651], [2.871, -3.720, 0.521], [-2.377, -1.869, -3.261], [-1.621, -1.382, -3.589], [-2.007, -2.497, -2.641], [0.430, 2.801, -5.145], [-0.983, 2.367, -4.937], [-1.202, 0.974, -4.549], [1.128, 2.505, -3.962], [0.567, 3.861, -5.361], [0.825, 2.249, -5.998], [-1.552, 2.497, -5.858], [-1.417, 2.890, -4.084], [-2.093, 0.616, -4.564], [1.153, 1.557, -3.816], [2.964, -6.225, -0.798], [3.288, -5.283, -2.084], [4.229, -4.211, -1.756], [2.837, -5.478, 0.429], [3.831, -6.819, -0.508], [2.102, -6.860, -1.005], [2.332, -4.772, -2.198], [3.558, -5.771, -3.020], [3.822, -3.473, -1.296], [2.912, -6.185, 1.075], [-4.163, 4.777, 2.997], [-2.715, 4.555, 2.786], [-1.987, 4.873, 3.912], [-4.635, 6.090, 2.813], [-4.354, 4.472, 4.026], [-4.618, 4.064, 2.309], [-2.320, 5.290, 2.084], [-2.445, 3.569, 2.408], [-2.082, 5.812, 4.089], [-4.703, 6.343, 1.889], [1.811, -1.704, -6.462], [1.187, -1.810, -7.791], [1.503, -3.170, -8.191], [1.524, -0.439, -5.875], [2.882, -1.861, -6.340], [1.441, -2.408, -5.716], [1.530, -1.106, -8.549], [0.105, -1.703, -7.867], [1.111, -3.326, -9.053], [0.691, -0.499, -5.402], [-2.059, -2.589, 3.616], [-2.694, -3.455, 2.507], [-1.619, -4.066, 1.866], [-3.029, -2.249, 4.641], [-1.710, -1.704, 3.084], [-1.218, -3.084, 4.102], [-3.004, -2.871, 1.640], [-3.637, -3.987, 2.636], [-1.623, -4.966, 2.199], [-2.777, -1.378, 4.955]], "forces_ev_per_angstrom": [[0.377, -0.421, 1.298], [0.115, -1.087, -1.793], [1.264, 0.655, -0.934], [-0.421, 1.453, 1.476], [-0.335, -2.545, -0.733], [-0.447, 1.167, 0.845], [0.225, -0.188, -0.401], [0.030, 0.017, 0.112], [-0.256, 0.317, 0.328], [0.639, 0.148, -0.482], [-0.024, -0.353, 0.043], [-0.465, 0.142, 0.089], [0.249, 0.380, 0.268], [-1.275, 0.322, -0.003], [0.157, -0.046, 0.081], [0.430, 0.431, -0.078], [-0.092, 0.083, 0.163], [-0.051, 1.391, -0.029], [2.248, 0.862, -0.227], [0.782, -1.262, -0.915], [-1.526, -0.018, 0.249], [0.906, 0.281, -2.115], [-0.316, 0.221, 1.436], [0.048, -0.429, -0.409], [-0.087, 0.337, -0.031], [0.540, -0.034, -0.136], [-0.106, -0.478, 1.045], [-0.508, -0.111, 0.207], [-0.031, -0.010, 0.041], [-0.563, 0.196, 0.830], [0.633, -0.026, 0.163], [-0.667, -0.335, 0.283], [-0.893, 0.455, -0.485], [-0.048, -0.780, 0.336], [-0.080, 1.255, -0.042], [-0.543, 0.455, 0.768], [0.775, -0.083, 0.379], [1.270, -0.223, -0.375], [-1.772, -0.127, -0.263], [0.411, 0.322, -0.821], [-0.138, 0.009, -0.093], [0.295, 0.311, -0.152], [-0.439, -0.595, 0.203], [-0.262, -0.042, 0.270], [0.414, 0.237, 0.054], [-0.312, -0.576, -0.149], [0.655, -0.422, -0.164], [-0.292, 0.266, 0.396], [0.455, -0.119, 0.020], [-0.029, -0.667, -0.659], [-0.540, 0.060, 0.403], [-0.479, 0.702, 0.636], [0.464, -0.357, 0.658], [0.088, -1.575, 0.558], [3.672, 0.052, -0.270], [-1.499, -0.656, 0.218], [-1.698, -1.055, -0.577], [0.293, -0.394, -0.323], [-0.115, 0.024, -0.186], [0.298, -0.076, -0.204], [0.729, 0.804, 0.381], [-0.190, 0.287, 0.009], [-0.012, 0.150, -0.292], [-1.102, 0.786, 0.104], [0.045, 0.134, -0.620], [-1.085, -0.022, 0.185], [-0.526, 1.155, 0.863], [1.086, -0.122, -1.103], [1.062, 0.902, -0.606], [-0.253, -0.612, 1.147], [0.675, -0.564, 0.888], [0.845, -0.109, 1.802], [-1.625, -0.353, -1.180], [0.699, 0.655, 0.425], [0.215, 0.281, -0.447], [-0.140, -0.334, -0.277], [-0.708, -0.321, -0.359], [-0.851, -0.623, -1.036], [-0.206, 0.392, -0.819], [-0.672, 0.516, -0.439], [0.269, 0.088, 0.359], [0.936, -0.073, 1.273], [0.500, 0.442, -0.883], [-0.361, -0.286, -0.113], [-0.338, 0.001, 0.276], [0.605, 0.313, -0.082], [-0.093, -0.685, 0.321], [1.142, 2.128, -0.704], [2.019, -1.551, 1.448], [-1.971, -0.105, -0.058], [-0.537, 0.786, 0.685], [0.294, -0.327, -0.444], [-1.183, 0.180, -0.022], [0.114, -0.794, -0.611], [0.115, 0.055, -0.266], [-0.550, -0.591, -0.375], [0.866, 0.100, -0.023], [-0.589, 0.690, -0.113], [0.638, 0.161, -0.070], [-0.101, 0.248, -0.166], [-0.192, -0.106, -0.092], [-0.559, -0.551, 0.461], [-0.126, -0.105, -0.589], [0.205, 0.077, 0.196], [-0.396, 0.084, 0.285], [-0.382, 0.330, -0.551], [0.013, 0.168, 0.331], [0.388, -0.678, 0.245], [-0.330, -0.201, -0.194], [0.441, 0.302, 0.126], [0.135, -0.099, 0.246], [0.245, -1.658, 0.228], [-2.742, -0.683, 0.237], [3.070, -0.171, -0.142], [0.948, 0.574, 0.497], [-0.498, 0.014, 0.178], [0.334, -0.119, -0.132], [-0.199, 0.517, -0.007], [-0.061, 0.738, -0.301], [-1.066, 0.900, -0.467], [-0.102, -0.051, -0.266], [2.209, 0.385, -1.185], [-1.128, 1.630, 3.089], [0.245, -1.673, -0.582], [-0.922, -0.021, -0.735], [0.116, -0.636, -1.083], [-0.133, 0.170, -0.008], [-0.247, -0.149, -0.626], [0.271, -0.203, 0.491], [-0.438, -0.151, -0.034], [-0.037, 0.438, 0.531], [-0.573, -1.247, -0.784], [1.052, 1.609, -1.126], [1.260, -0.454, 2.185], [0.012, 0.495, 0.612], [-0.393, 0.117, -0.054], [-0.832, 0.019, 0.044], [-0.454, -0.202, -1.182], [-0.148, -0.161, 0.400], [-0.028, 0.041, 0.008], [0.158, -0.335, -0.105], [-0.273, 0.862, 2.691], [-0.015, -1.799, -1.835], [-0.045, 0.350, -0.215], [0.296, 0.841, -0.021], [0.157, 0.176, -1.100], [-0.472, -0.779, -0.605], [0.684, 0.237, 0.268], [-0.234, 0.152, 0.960], [0.025, -0.075, -0.056], [-0.265, 0.172, -0.029], [-2.093, -0.022, 0.651], [-0.239, 2.435, -1.127], [0.799, -2.581, -0.196], [0.693, -0.704, -1.321], [0.242, 0.162, 0.258], [0.113, -0.310, -0.311], [-0.529, 1.273, 0.534], [0.544, -0.882, 1.045], [0.574, -0.313, -0.057], [-0.265, 0.610, 0.454]]}

=====

Record 2
{"formula": "C20H55N5O5", "method": "ωB97M-V/def2-TZVPD", "total_charge": 0, "smiles": "COC[C@H](C)N.COC[C@H](C)N.COC[C@H](C)N.COC[C@H](C)N.COC[C@H](C)N", "lumo_ev": 0.724, "e_homo_ha": -0.288, "elements": ["C", "O", "C", "C", "C", "N", "H", "H", "H", "H", "H", "H", "H", "H", "H", "H", "H", "C", "O", "C", "C", "C", "N", "H", "H", "H", "H", "H", "H", "H", "H", "H", "H", "H", "C", "O", "C", "C", "C", "N", "H", "H", "H", "H", "H", "H", "H", "H", "H", "H", "H", "C", "O", "C", "C", "C", "N", "H", "H", "H", "H", "H", "H", "H", "H", "H", "H", "H", "C", "O", "C", "C", "C", "N", "H", "H", "H", "H", "H", "H", "H", "H", "H", "H", "H"], "xyz": [[-0.042, 1.682, -3.878], [-0.961, 2.002, -2.933], [-0.717, 3.147, -2.220], [-2.077, 3.855, -1.854], [-1.983, 5.236, -1.242], [-2.826, 3.027, -0.991], [1.017, 1.864, -3.697], [-0.375, 2.258, -4.741], [-0.115, 0.605, -4.029], [-0.076, 2.927, -1.366], [-0.133, 3.844, -2.822], [-2.600, 4.018, -2.796], [-1.942, 5.185, -0.154], [-2.879, 5.778, -1.544], [-1.080, 5.798, -1.479], [-2.631, 2.112, -1.372], [-3.811, 3.169, -0.819], [-0.661, -1.672, 1.834], [-1.149, -1.897, 0.519], [-0.332, -1.611, -0.566], [-1.281, -1.385, -1.821], [-1.349, -2.520, -2.766], [-0.812, -0.279, -2.609], [-1.351, -1.811, 2.666], [-0.314, -0.639, 1.838], [0.208, -2.231, 2.182], [0.282, -0.727, -0.395], [0.484, -2.320, -0.708], [-2.287, -1.123, -1.492], [-0.426, -3.086, -2.890], [-1.829, -2.362, -3.732], [-1.964, -3.277, -2.278], [-0.451, 0.509, -2.091], [-1.519, 0.087, -3.232], [2.561, 0.159, 0.110], [2.092, -0.758, -0.912], [2.139, -0.173, -2.220], [2.211, -1.184, -3.445], [2.282, -0.370, -4.810], [0.984, -1.924, -3.589], [1.826, 0.929, 0.344], [3.485, 0.608, -0.256], [2.582, -0.353, 1.071], [1.350, 0.568, -2.342], [2.948, 0.460, -2.584], [3.138, -1.723, -3.252], [3.128, 0.313, -4.873], [1.442, 0.322, -4.871], [2.106, -1.047, -5.647], [0.687, -2.182, -2.659], [0.211, -1.359, -3.911], [-1.620, -2.480, 4.698], [-0.156, -2.334, 4.493], [0.433, -3.474, 3.829], [1.893, -3.184, 3.325], [2.897, -2.859, 4.520], [1.843, -1.997, 2.371], [-1.891, -1.547, 5.192], [-1.814, -3.235, 5.461], [-2.132, -2.765, 3.780], [0.551, -4.418, 4.361], [-0.218, -3.640, 2.970], [2.221, -4.087, 2.809], [2.839, -3.616, 5.303], [2.683, -1.891, 4.972], [3.862, -2.760, 4.021], [1.487, -1.286, 2.995], [1.072, -2.214, 1.756], [-0.878, -0.238, 3.929], [-1.024, 0.291, 2.657], [-1.013, 1.694, 2.443], [-0.844, 2.024, 0.933], [0.397, 1.593, 0.291], [-0.951, 3.535, 0.639], [-1.621, 0.226, 4.578], [0.090, 0.015, 4.363], [-1.046, -1.294, 3.719], [-1.956, 2.103, 2.805], [-0.154, 2.081, 2.992], [-1.617, 1.528, 0.345], [0.401, 1.891, -0.758], [0.619, 0.527, 0.237], [1.298, 2.085, 0.658], [-1.852, 3.804, 1.009], [-0.989, 3.469, -0.368]], "forces_ev_per_angstrom": [[0.618, 0.345, -3.044], [-1.495, 1.157, 1.627], [-0.463, 2.481, -0.337], [0.363, 1.211, -1.313], [0.283, 0.796, 0.450], [-0.717, -2.228, -0.135], [-0.118, 0.582, 0.554], [0.648, -0.108, -0.778], [0.176, 0.894, -0.639], [-0.348, 0.706, -0.861], [-0.076, 0.379, -0.209], [0.252, -0.250, -0.572], [-0.365, 0.246, -0.365], [0.170, 0.297, 0.063], [-0.095, 0.064, -0.527], [-1.001, -0.644, 0.387], [0.059, 0.292, -0.617], [0.859, -1.501, -2.542], [-1.606, -1.447, 0.750], [-0.932, 0.742, -0.533], [0.725, 0.787, 0.470], [-1.559, -3.468, 0.874], [-0.258, -0.540, 0.997], [-0.970, -0.404, -2.834], [0.657, -1.910, -0.727], [-4.615, -0.537, -0.386], [-1.094, -0.388, -0.140], [-0.348, -0.820, -0.243], [-0.070, -0.465, 0.773], [-0.853, 0.058, -0.310], [0.163, 0.458, -0.004], [-0.523, -0.208, -0.005], [-0.592, -0.810, 0.341], [-0.520, -0.397, 0.534], [0.986, -0.224, -0.390], [1.897, 0.974, -1.195], [0.085, 0.277, -1.621], [-1.555, 2.561, -0.284], [-0.106, 0.185, 1.353], [2.040, -1.849, 0.172], [3.320, -1.349, -1.056], [0.407, -0.217, 0.499], [0.872, -0.548, -0.361], [-0.314, -0.633, 0.221], [1.408, 0.209, 1.608], [-0.288, -0.718, -0.335], [0.471, -0.536, -0.376], [0.034, -0.357, 0.125], [0.730, -0.052, 0.019], [0.772, 0.098, -0.340], [0.627, 0.220, -0.023], [1.262, -1.735, 2.737], [0.351, -3.984, 1.311], [0.796, -0.291, -0.251], [-0.609, 1.899, 0.969], [-1.115, -0.055, -1.715], [3.587, -1.902, 1.822], [-0.625, -0.699, -0.356], [0.235, -0.509, -0.187], [-0.216, 0.245, 0.186], [-0.631, 0.103, 0.870], [0.160, -0.749, 0.076], [0.060, 0.081, -0.106], [0.306, -0.092, -0.169], [-0.262, 0.015, -0.057], [0.221, -0.294, 0.460], [-0.070, 0.602, -0.199], [3.163, 0.282, -1.295], [-0.669, 3.062, -0.469], [-1.746, 5.432, 0.249], [0.433, -0.010, -0.334], [-1.152, 1.460, 0.495], [-0.110, 0.437, -0.080], [1.578, -2.593, 2.415], [-0.337, -0.074, 0.251], [0.343, -0.265, -0.008], [0.671, 3.745, 0.706], [-0.023, 0.411, 0.140], [-0.030, 0.577, 0.140], [-0.577, -0.227, 0.512], [0.325, -0.843, 0.559], [-1.932, 0.797, 0.696], [-0.752, 0.885, 0.680], [-0.042, 0.028, -0.377], [-0.333, 0.851, 1.611]]}